Entry 1:
121
Properties=species:S:1:pos:R:3:forces:R:3 method="wB97M-V/def2-TZVPD" gap_ev=7.41 e_lumo_ha=-0.0240 e_homo_ev=-8.064
C -3.68009 -3.52970 -2.37896 -0.88 -1.40 0.08
C -3.48309 -2.93278 -1.04959 0.75 1.30 1.98
O -2.11512 -2.38111 -1.03155 -1.63 -0.50 0.24
H -4.76188 -3.69438 -2.55606 0.58 -0.35 -0.01
H -3.11934 -4.48697 -2.22074 -0.49 0.59 -1.45
H -3.33046 -2.87427 -3.17156 0.31 -0.33 -0.14
H -3.54474 -3.70518 -0.26345 0.05 0.22 -0.28
H -4.23586 -2.17360 -0.73380 0.78 -0.12 -0.52
H -1.58071 -2.92930 -0.41459 -0.01 0.59 -0.07
C 0.00473 0.54448 -0.92757 0.01 1.45 -0.48
C 0.31905 0.36307 0.50073 -1.47 -0.05 0.27
O 0.28195 -0.97134 0.89482 1.05 -0.83 -0.52
H -0.21076 1.63454 -1.10531 0.21 -1.23 -0.14
H -0.84306 -0.08054 -1.25035 0.44 0.28 0.25
H 0.94987 0.27023 -1.33745 0.45 -0.27 -1.72
H -0.39921 0.92947 0.99658 -1.71 0.52 1.59
H 1.20422 0.83319 0.81863 1.69 0.53 0.00
H 1.07411 -1.32358 0.42461 -0.74 -0.26 0.81
C 1.54115 3.78616 1.11068 -1.46 -0.08 -0.43
C 2.73992 3.92164 0.24767 2.13 -1.40 0.94
O 2.92112 2.76275 -0.57828 -0.10 -0.70 -0.16
H 1.36152 2.84690 1.66160 0.63 0.08 -0.49
H 0.73526 3.88368 0.37646 -0.59 -0.06 0.63
H 1.44288 4.55374 1.85945 -0.10 0.65 0.12
H 3.66287 3.86344 0.89733 -0.52 1.21 -0.59
H 2.66239 4.80391 -0.41553 0.39 -0.45 0.52
H 3.12894 2.00948 0.02991 -0.61 1.02 -0.71
C -0.70186 3.66957 3.69601 -0.12 5.93 -1.81
O -0.70416 4.98351 3.37598 0.06 -4.91 1.59
N -0.29293 3.17496 4.81674 1.47 0.06 3.42
N -1.12341 2.79152 2.84063 -1.13 -1.61 -3.41
H -0.01420 3.82601 5.52222 0.11 0.13 0.18
H -0.19236 2.18744 5.01185 -0.23 0.21 0.05
H -1.29633 3.27990 1.94454 -0.27 -1.18 0.13
H -1.08910 1.74355 2.89169 -0.11 2.06 0.15
C -3.29479 1.00411 -3.23172 3.50 5.08 0.19
O -2.26816 1.88365 -2.99769 -5.32 -4.32 -0.79
N -4.56920 1.38200 -3.39034 -2.39 3.65 -1.01
N -3.15111 -0.25640 -3.45883 0.61 -5.48 -0.17
H -4.61403 2.43201 -3.55121 -0.26 -2.05 0.39
H -5.32833 0.85951 -3.91912 1.91 0.71 1.10
H -2.26679 -0.72940 -3.21851 -1.39 1.21 -0.16
H -3.98131 -0.92178 -3.58890 1.76 1.81 0.41
C -2.84797 4.01115 -0.34657 4.18 -2.98 3.95
O -1.88262 3.21365 0.18989 -3.57 3.01 -2.55
N -3.24326 3.99000 -1.55363 -1.09 -1.76 -6.15
N -3.42376 4.95177 0.34918 -2.24 2.51 4.43
H -2.83603 3.27705 -2.19907 0.19 0.43 0.55
H -4.11939 4.37930 -1.95822 1.22 -0.03 1.34
H -3.55594 4.85024 1.38796 0.85 0.08 -1.66
H -4.13187 5.57857 -0.05788 0.81 -0.79 0.12
C -0.84368 -4.98704 0.45832 -2.79 -1.87 7.38
O -1.42728 -5.52502 1.59298 2.68 2.60 -5.63
N -0.23668 -3.81790 0.39016 0.74 2.59 1.76
N -0.86590 -5.61149 -0.67456 -1.05 -3.58 -5.13
H -0.19096 -3.18553 1.25946 0.01 -1.18 -0.71
H 0.17153 -3.45582 -0.49069 -0.72 -0.29 0.30
H -1.49037 -6.42085 -0.82560 0.77 0.76 0.81
H -0.47068 -5.29378 -1.58446 -0.26 0.21 1.62
C 1.11750 1.10768 -4.55721 0.58 4.97 -3.96
O 1.33560 2.34256 -5.19922 -0.34 -5.77 3.32
N -0.06281 0.74336 -4.12376 -3.33 0.12 1.45
N 2.04019 0.15076 -4.55691 3.48 0.34 -1.11
H -0.68974 1.54506 -3.90139 0.39 -0.65 -0.40
H -0.45491 -0.19500 -3.69557 2.17 2.89 -1.06
H 2.95545 0.40335 -5.01481 -1.68 -0.55 0.84
H 1.81453 -0.80323 -4.28771 0.55 1.37 -0.03
C 0.35000 -2.25489 -3.05342 3.12 -3.55 9.06
O 0.72449 -2.68067 -1.75953 -1.08 2.43 -7.41
N -0.80804 -1.72862 -3.25780 -3.68 -0.65 -1.90
N 1.11678 -2.33557 -4.07642 3.21 -1.91 -1.89
H -1.36974 -1.89454 -2.41533 -0.76 -0.43 0.72
H -1.24620 -2.00581 -4.18569 0.60 0.57 1.60
H 2.06950 -2.71693 -4.04742 -0.93 0.01 0.28
H 0.73158 -2.14075 -4.96798 -0.11 0.14 -0.91
C 3.69401 -0.37355 1.12550 -2.01 -5.07 3.96
O 3.06228 -1.03018 2.19700 3.05 4.00 -4.89
N 4.16690 0.81544 1.07032 0.14 5.77 4.17
N 4.03313 -1.00529 0.03767 -0.90 -4.64 -3.46
H 4.01584 1.33660 1.98287 0.67 -0.10 -1.77
H 4.81363 1.27885 0.41557 -0.56 -1.19 0.43
H 3.58977 -1.97377 -0.04537 0.64 1.87 -0.11
H 4.27487 -0.52184 -0.84981 -0.35 -0.44 1.36
C 1.02783 -3.62602 3.59020 -5.16 1.12 -2.26
O 0.07188 -2.97923 2.90264 3.69 -2.38 3.38
N 0.71491 -4.65100 4.41606 -2.98 -1.24 1.78
N 2.28709 -3.37229 3.45376 3.78 -1.77 0.80
H -0.35052 -4.75613 4.51084 2.46 0.01 -0.27
H 1.28036 -5.07477 5.20128 -0.74 1.22 -1.68
H 2.55898 -2.67934 2.81062 0.55 1.44 -1.14
H 3.02089 -4.10561 3.69841 -1.68 1.63 -0.29
C 3.16058 1.86584 3.98593 -0.71 -0.54 2.04
O 4.07038 2.55776 3.19208 0.78 1.11 0.22
H 2.26699 1.69863 3.46498 -1.37 -0.18 -0.97
H 2.83311 2.37459 4.91596 0.64 0.02 -0.38
H 3.50781 0.86424 4.24724 0.46 0.22 -0.10
H 3.80302 3.48950 3.18394 0.13 -0.33 -0.20
C 0.36849 3.83305 -2.44641 -0.66 -1.33 -1.38
O -0.31667 3.88193 -3.76815 1.28 0.72 1.96
H 0.94705 4.69290 -2.15051 0.33 0.70 -0.56
H 1.04536 2.94373 -2.46425 -0.49 0.72 0.33
H -0.38487 3.73665 -1.67477 -0.24 -0.34 0.02
H 0.43113 3.68440 -4.36385 -0.43 -0.32 -0.36
C 0.09832 -0.02494 3.99380 3.32 0.29 -1.32
O -0.11533 0.48090 5.28378 -0.22 -1.22 0.91
H -0.71181 -0.25974 3.37597 -1.92 -0.76 -0.23
H 0.81871 -0.86336 3.97559 -0.64 0.18 0.11
H 0.64219 0.72440 3.38792 -0.18 -0.03 0.43
H 0.04155 -0.28798 5.85904 -0.31 0.79 0.02
C 3.39745 -4.36248 0.28974 0.51 -0.19 1.96
O 2.49082 -3.26237 0.25708 1.95 0.28 -1.14
H 3.16701 -5.13223 -0.41848 -0.69 -0.67 -0.19
H 3.29536 -4.64002 1.35833 0.50 -1.08 -0.71
H 4.50772 -4.24014 0.11868 -1.24 1.25 0.08
H 1.61368 -3.61506 0.39114 -0.44 -0.32 0.27
C -3.32958 -0.06646 0.52193 1.32 0.95 1.57
O -3.43015 1.23804 1.04295 -0.03 0.50 -0.09
H -2.41518 -0.49938 0.98674 -0.68 -0.56 -0.57
H -3.22362 -0.02401 -0.53919 0.02 -0.33 -0.97
H -4.23098 -0.53948 0.83625 -0.53 -0.90 0.05
H -2.67733 1.74400 0.67488 -0.34 0.38 0.18


Entry 2:
2
Properties=species:S:1:pos:R:3:forces:R:3 method="wB97M-V/def2-TZVPD" gap_ev="8.29 / 6.57" e_lumo_ha="0.2258 / 0.1763" total_charge=-1 e_homo_ev="-2.146 / -1.775" spin_multiplicity=2
C 0.00000 0.00000 0.92052 0.00 0.00 -9.04
C 0.00000 0.00000 -0.92052 0.00 0.00 9.04


Entry 3:
2
Properties=species:S:1:pos:R:3:forces:R:3 method="wB97M-V/def2-TZVPD" gap_ev=6.41 e_lumo_ha=-0.1018 e_homo_ev=-9.175
C 0.42602 0.89915 0.09358 -2.82 -5.95 -0.62
C -0.42602 -0.89915 -0.09358 2.82 5.95 0.62


Entry 4:
2
Properties=species:S:1:pos:R:3:forces:R:3 method="wB97M-V/def2-TZVPD" gap_ev=5.79 e_lumo_ha=-0.0864 e_homo_ev=-8.141
C -0.18877 -1.29807 0.08919 0.63 4.35 -0.30
C 0.18877 1.29807 -0.08919 -0.63 -4.35 0.30


Entry 5:
2
Properties=species:S:1:pos:R:3:forces:R:3 method="wB97M-V/def2-TZVPD" gap_ev=6.84 e_lumo_ha=-0.1479 e_homo_ev=-10.861
C 0.66748 0.35177 0.09767 -4.08 -2.15 -0.60
C -0.66748 -0.35177 -0.09767 4.08 2.15 0.60


Entry 6:
40
Properties=species:S:1:pos:R:3:forces:R:3 method="wB97M-V/def2-TZVPD" gap_ev="7.52 / 7.08" e_lumo_ha="0.0981 / 0.0983" total_charge=-1 e_homo_ev="-4.845 / -4.407" spin_multiplicity=2
Mn 0.11373 0.73712 -1.41750 0.08 0.29 0.71
O -0.40330 2.57616 -1.13342 -0.15 -0.12 -0.13
C -0.99109 3.04134 -0.06347 0.03 0.01 -0.20
C -1.79702 4.19897 -0.15856 -0.02 0.02 0.01
C -2.43740 4.72807 0.93913 0.00 0.01 0.05
C -2.29578 4.14897 2.20779 0.02 0.01 -0.17
C -1.49162 3.03814 2.32589 -0.01 0.01 0.08
C -0.84672 2.46694 1.22094 0.14 -0.28 0.28
C 0.05404 1.35134 1.45958 -0.26 0.40 0.40
N 0.51408 0.61596 0.53215 0.21 -0.60 -0.58
N 1.51378 -0.30427 0.90471 -0.59 0.45 0.03
C 2.10071 -0.67929 -0.18404 0.70 -0.44 -0.49
O 1.84522 -0.24937 -1.37878 -0.23 -0.08 -0.08
C 3.18991 -1.70643 -0.06739 -0.18 0.19 0.02
C 4.05559 -1.89642 -1.13628 0.14 -0.11 -0.06
C 5.06183 -2.85343 -1.06517 -0.08 0.07 0.02
C 5.19870 -3.63538 0.07356 -0.03 0.02 0.01
C 4.32823 -3.45227 1.14202 -0.05 0.05 0.00
C 3.32952 -2.49051 1.07315 0.05 -0.04 0.07
H -1.90630 4.64168 -1.14109 0.00 0.01 0.03
H -3.06018 5.60796 0.81728 0.01 -0.02 0.00
H -2.80060 4.56257 3.07071 0.00 0.02 -0.01
H -1.34452 2.57850 3.29913 0.01 0.01 -0.03
H 0.40281 1.16404 2.47656 -0.04 0.03 -0.02
H 3.92091 -1.28841 -2.02041 0.00 -0.01 0.00
H 5.73555 -2.99206 -1.90215 -0.01 0.00 0.00
H 5.97541 -4.38922 0.12758 -0.01 0.02 0.00
H 4.42524 -4.06496 2.03050 0.00 0.01 -0.01
H 2.64153 -2.33414 1.89374 0.02 -0.02 -0.01
Cl -2.99152 1.81519 -2.51587 0.01 -0.20 0.09
C -2.92056 0.23061 -1.76536 -0.29 0.13 -0.21
C -1.68481 -0.36131 -1.53845 0.71 0.38 0.25
C -1.74277 -1.68318 -1.11344 -0.11 -0.41 0.09
Cl -0.25921 -2.58371 -0.89476 -0.16 0.10 -0.03
C -2.93391 -2.36576 -0.86042 0.09 -0.05 -0.01
Cl -2.93533 -4.02512 -0.35446 -0.02 0.14 -0.02
C -4.14327 -1.69799 -1.01838 -0.08 -0.07 0.01
Cl -5.63623 -2.50302 -0.67266 0.05 0.05 -0.01
C -4.13956 -0.38833 -1.48344 -0.03 0.09 -0.05
Cl -5.64512 0.44105 -1.70894 0.09 -0.07 0.00